Record 1
Here is C21H31BrNOsS2Sb as an isolated structure from the OMol25 dataset. Energies are from ωB97M-V/def2-TZVPD.

The geometry in ORCA input format:
```
! wB97M-V def2-TZVPD RIJCOSX def2/J DEFGRID3
* xyz 2 5
Os -0.88 -2.14 0.11
S 1.18 -1.25 0.19
C 2.30 -2.62 0.10
C 3.67 -2.42 0.14
C 4.52 -3.52 0.05
C 4.00 -4.80 -0.08
C 2.63 -5.00 -0.12
C 1.78 -3.91 -0.02
S 0.04 -4.15 -0.05
H 4.07 -1.42 0.24
H 5.59 -3.36 0.08
H 4.67 -5.65 -0.16
H 2.22 -6.00 -0.22
C -5.61 -5.34 -0.06
C -4.95 -4.00 -0.01
C -5.68 -2.81 -0.01
C -5.04 -1.57 0.03
C -3.68 -1.61 0.08
Br -2.51 -0.09 0.13
N -2.94 -2.72 0.08
C -3.57 -3.90 0.03
H -6.70 -5.25 -0.06
H -5.32 -5.95 0.80
H -5.32 -5.88 -0.96
H -6.76 -2.85 -0.05
H -5.59 -0.64 0.03
H -2.94 -4.78 0.03
C -0.81 4.74 1.05
C 0.10 4.40 -0.13
C -0.54 4.71 -1.47
Sb 0.68 2.32 -0.04
C 1.96 1.85 -1.71
C 2.87 3.05 -1.96
C 1.11 1.46 -2.91
C 1.56 1.90 1.89
C 2.41 3.10 2.30
C 0.46 1.54 2.88
H -1.04 5.81 1.02
H -0.36 4.54 2.01
H -1.76 4.20 0.99
H 1.07 4.90 -0.03
H -1.49 4.19 -1.60
H 0.10 4.47 -2.32
H -0.75 5.78 -1.52
H 2.52 0.99 -1.34
H 2.32 3.94 -2.25
H 3.54 2.81 -2.79
H 3.50 3.29 -1.10
H 0.47 2.28 -3.24
H 0.49 0.59 -2.70
H 1.76 1.21 -3.74
H 2.18 1.03 1.67
H 1.81 4.00 2.44
H 3.20 3.31 1.58
H 2.88 2.87 3.25
H -0.25 2.35 3.02
H 0.92 1.34 3.85
H -0.08 0.64 2.59
*
```

## Properties
<S²>: 6.019
electronic energy: -4574.25158 hartree
energy above the lowest of the compared OMol25 structures with the same formula, charge and spin: 2.23 kcal per mole
gap between HOMO and LUMO (spin up / spin down): 7.81 / 5.81 eV

Atomic partial charges in e from the Mulliken method, atoms 1 to 2: 0.4196, 0.4640

Record 2
Here is a 2-piece molecular cluster, C4H12NO overall in a non-equilibrium geometry from the OMol25 dataset. Energies are from ωB97M-V/def2-TZVPD.

The geometry in ORCA input format:
```
! wB97M-V def2-TZVPD RIJCOSX def2/J DEFGRID3
* xyz 2 2
C 1.32 -1.81 0.32
N 1.90 -0.52 -0.21
H 2.11 -2.50 0.57
H 0.76 -1.57 1.22
H 0.67 -2.23 -0.45
H 2.48 -0.74 -1.02
H 2.47 0.00 0.46
H 1.12 0.09 -0.56
C -1.45 1.05 0.81
O -2.36 0.26 1.45
C -1.08 0.46 -0.52
C -0.55 1.18 -1.56
H -0.50 1.02 1.41
H -1.79 2.08 0.65
H -2.78 0.79 2.15
H -1.54 -0.51 -0.72
H -0.61 0.75 -2.56
H -0.16 2.19 -1.44
*
```

## Properties
<S²>: 0.762
electronic energy: -288.80878 hartree
energy above the lowest of the compared OMol25 structures with the same formula, charge and spin: 31.51 kcal per mole
gap between HOMO and LUMO (spin up / spin down): 11.56 / 6.27 eV

Atomic partial charges in e from the Mulliken method, atoms 1 to 2: -0.7754, -0.1706

Record 3
Here is one molecule with the formula C21H26N2O4S from the OMol25 dataset. Energies are from ωB97M-V/def2-TZVPD.

The geometry in ORCA input format:
```
! wB97M-V def2-TZVPD RIJCOSX def2/J DEFGRID3
* xyz 0 1
C 4.34 1.87 1.20
H 4.55 1.60 2.23
H 3.34 1.53 0.95
H 4.37 2.95 1.11
C 5.38 1.24 0.28
C 6.78 1.78 0.61
H 7.51 1.33 -0.05
H 7.03 1.53 1.63
H 6.80 2.86 0.48
O 5.41 -0.17 0.45
C 4.93 -0.95 -0.62
C 3.40 -0.98 -0.73
H 3.02 0.03 -0.88
H 3.12 -1.58 -1.60
C 2.78 -1.58 0.54
N 1.34 -1.47 0.54
C 0.53 -2.49 0.19
O 0.94 -3.61 -0.07
C -0.91 -2.12 0.12
C -1.70 -2.67 -0.88
C -3.01 -2.27 -1.05
C -3.56 -1.32 -0.19
C -2.80 -0.83 0.86
C -1.48 -1.21 1.01
H -0.91 -0.82 1.84
H -3.23 -0.11 1.55
C -4.95 -0.80 -0.43
N -5.01 0.64 -0.37
C -5.55 1.24 0.71
O -5.53 2.43 0.91
C -6.19 0.24 1.66
H -7.23 0.52 1.84
H -5.66 0.22 2.61
S -6.13 -1.38 0.86
C -4.33 1.42 -1.39
C -2.85 1.45 -1.20
C -2.08 2.16 -0.32
C -0.74 1.76 -0.56
C -0.80 0.84 -1.57
O -2.07 0.65 -1.96
H -0.05 0.27 -2.08
H 0.14 2.12 -0.07
H -2.42 2.87 0.40
H -4.56 1.00 -2.37
H -4.73 2.43 -1.31
H -5.33 -1.16 -1.40
H -3.60 -2.68 -1.85
H -1.25 -3.40 -1.54
H 0.95 -0.54 0.61
H 3.19 -1.08 1.42
H 3.02 -2.65 0.59
H 5.30 -1.96 -0.42
H 5.36 -0.60 -1.57
H 5.14 1.48 -0.76
*
```

## Properties
electronic energy: -1624.49882 hartree
energy above the lowest of the compared OMol25 structures with the same formula, charge and spin: 6.86 kcal per mole
gap between HOMO and LUMO: 9.21 eV

Atomic partial charges in e from the Mulliken method, atoms 1 to 2: -1.1549, 0.3175

Record 4
Here is an isolated ion of composition C5H12N5 and charge +1 from the OMol25 dataset. Energies are from ωB97M-V/def2-TZVPD.

The geometry in ORCA input format:
```
! wB97M-V def2-TZVPD RIJCOSX def2/J DEFGRID3
* xyz 1 1
C 2.15 -1.20 0.66
C 2.21 -0.29 -0.57
C 1.87 1.17 -0.26
N 0.54 1.56 -0.80
N -0.50 1.03 -0.07
N -0.76 1.16 1.19
N -1.85 0.48 1.45
C -2.27 -0.10 0.32
C -3.45 -0.97 0.16
N -1.41 0.23 -0.64
H 2.90 -0.90 1.39
H 2.34 -2.24 0.39
H 1.17 -1.15 1.15
H 3.22 -0.32 -0.99
H 1.54 -0.65 -1.35
H 2.57 1.86 -0.72
H 1.89 1.35 0.82
H 0.42 2.56 -0.86
H -3.29 -1.91 0.68
H -4.32 -0.48 0.60
H -3.65 -1.17 -0.90
H -1.34 0.00 -1.62
*
```

## Properties
electronic energy: -471.16644 hartree
energy above the lowest of the compared OMol25 structures with the same formula, charge and spin: 89.22 kcal per mole
gap between HOMO and LUMO: 10.43 eV

Atomic partial charges in e from the Mulliken method, atoms 1 to 2: -1.1344, -0.3527

Record 5
Here is C32H42N5O7SSbTa as an isolated structure in a non-equilibrium geometry from the OMol25 dataset. Energies are from ωB97M-V/def2-TZVPD.

The geometry in ORCA input format:
```
! wB97M-V def2-TZVPD RIJCOSX def2/J DEFGRID3
* xyz 1 1
Ta 0.01 0.09 0.09
C 0.80 4.49 -0.61
O 1.89 3.99 -1.37
C 1.57 3.13 -2.39
C 2.05 3.42 -3.66
C 1.79 2.57 -4.73
C 1.02 1.45 -4.53
C 0.53 1.12 -3.25
C -0.25 -0.07 -3.13
N -0.66 -0.55 -2.01
N -1.34 -1.70 -1.99
C -1.48 -2.22 -0.81
O -1.00 -1.63 0.25
C -2.13 -3.53 -0.75
C -2.12 -4.33 -1.89
C -2.72 -5.57 -1.87
C -3.36 -6.02 -0.72
C -3.37 -5.23 0.42
C -2.76 -3.99 0.41
C 0.82 1.95 -2.14
O 0.42 1.66 -0.92
H 1.01 5.55 -0.41
H 0.71 3.95 0.33
H -0.13 4.41 -1.16
H 2.61 4.33 -3.79
H 2.16 2.81 -5.71
H 0.80 0.79 -5.35
H -0.49 -0.61 -4.05
H -1.62 -3.96 -2.77
H -2.70 -6.19 -2.75
H -3.85 -6.98 -0.72
H -3.87 -5.58 1.31
H -2.79 -3.35 1.28
O -3.12 2.35 0.09
C -2.15 2.00 0.72
O -1.59 0.82 0.64
C -1.43 2.92 1.66
C -1.99 4.14 2.05
C -1.25 4.97 2.88
C 0.01 4.56 3.28
C 0.48 3.33 2.83
N -0.22 2.51 2.06
H -2.97 4.40 1.68
H -1.67 5.90 3.22
H 0.63 5.17 3.92
H 1.47 2.98 3.09
C -2.39 -1.58 3.32
C -1.01 -2.22 3.35
Sb 0.52 -0.83 2.64
C 2.23 -2.20 2.70
C 1.87 -3.61 2.26
C 0.92 0.26 4.51
C -0.32 0.89 5.13
H -3.17 -2.34 3.42
H -2.56 -1.05 2.38
H -2.51 -0.87 4.14
H -0.97 -3.09 2.69
H -0.75 -2.54 4.36
H 2.62 -2.20 3.72
H 2.99 -1.78 2.03
H 1.19 -4.08 2.98
H 2.76 -4.23 2.20
H 1.40 -3.62 1.27
H 1.68 1.00 4.29
H 1.33 -0.48 5.18
H -0.91 1.44 4.40
H -0.02 1.60 5.91
H -0.94 0.13 5.60
C 5.31 2.70 -1.22
N 4.18 2.38 -0.37
C 4.12 1.55 0.66
S 2.59 1.30 1.37
N 5.15 0.89 1.20
C 6.58 0.98 0.97
H 4.92 3.07 -2.17
H 5.90 1.80 -1.42
H 5.94 3.47 -0.78
H 3.33 2.89 -0.57
H 4.87 0.30 1.97
H 6.88 2.00 0.77
H 6.90 0.34 0.15
H 7.09 0.64 1.88
C 2.89 -1.89 -2.22
C 1.85 -1.81 -1.13
O 1.20 -2.78 -0.77
O 1.65 -0.65 -0.57
H 3.61 -2.66 -1.96
H 3.39 -0.93 -2.35
H 2.41 -2.18 -3.15
*
```

## Properties
electronic energy: -2740.44464 hartree
energy above the lowest of the compared OMol25 structures with the same formula, charge and spin: 50.76 kcal per mole
gap between HOMO and LUMO: 7.34 eV

Atomic partial charges in e from the Mulliken method, atoms 1 to 2: -0.0735, -0.9420

Record 6
Here is an isolated ion of composition C5H9N2O2 and charge +1 in a non-equilibrium geometry from the OMol25 dataset. Energies are from ωB97M-V/def2-TZVPD.

The geometry in ORCA input format:
```
! wB97M-V def2-TZVPD RIJCOSX def2/J DEFGRID3
* xyz 1 1
C -1.70 0.31 0.45
C 0.94 1.29 0.06
C 1.37 -0.20 0.39
C -0.10 1.30 -1.13
C 0.17 -0.91 0.85
N -1.19 0.39 -0.76
N -0.33 -1.97 0.23
O -2.53 0.44 1.25
O -1.39 -0.75 -1.40
H 0.45 1.68 0.89
H 1.82 1.91 -0.01
H 1.76 -0.73 -0.59
H 2.05 -0.30 1.16
H -0.62 2.23 -1.34
H 0.42 0.96 -1.96
H -0.22 -0.54 1.74
H -1.13 -2.59 0.58
H 0.23 -2.52 -0.40
*
```

## Properties
electronic energy: -455.48827 hartree
energy above the lowest of the compared OMol25 structures with the same formula, charge and spin: 149.63 kcal per mole
gap between HOMO and LUMO (spin up / spin down): 9.00 / 9.00 eV

Atomic partial charges in e from the Mulliken method, atoms 1 to 2: 0.4363, -0.7619